No. 1
Molecular formula: C51H40NO16S2
Method: DFT, the ωB97M-V functional and the def2-TZVPD basis

Each line ends with the Mulliken charge.
Geometry (Å):
C -3.94 -0.20 -0.11  -0.87
C -4.69 -0.91 -1.24  -0.55
S -6.02 -2.01 -0.72  -0.27
C -7.24 -0.75 -0.15  -0.35
N -8.55 -1.29 -0.34  -0.64
S -9.68 -0.20 0.23  -0.30
H -3.81 -0.87 0.74  0.26
H -2.95 0.11 -0.44  0.22
H -4.48 0.69 0.22  0.33
H -4.01 -1.50 -1.85  0.31
H -5.15 -0.16 -1.90  0.33
H -6.99 -0.51 0.90  0.13
H -7.01 0.16 -0.74  0.45
H -10.01 0.55 -0.86  0.03
C -6.45 -2.94 5.19  -0.38
C -7.46 -2.10 5.41  -0.41
C -8.39 -1.74 4.32  0.48
O -9.31 -0.97 4.51  -0.59
C -8.15 -2.32 2.98  -0.29
C -7.14 -3.15 2.75  -0.41
C -6.22 -3.54 3.84  0.29
O -5.30 -4.32 3.68  -0.58
H -5.75 -3.24 5.96  0.39
H -7.65 -1.65 6.38  0.42
H -8.85 -2.01 2.20  0.48
H -6.95 -3.57 1.77  0.47
C 1.73 0.33 -0.01  -0.45
C 2.74 0.07 -0.84  -0.25
C 2.58 -0.82 -2.01  0.25
O 3.51 -1.03 -2.76  -0.63
C 1.24 -1.41 -2.25  -0.41
C 0.22 -1.16 -1.43  -0.42
C 0.39 -0.27 -0.25  0.16
O -0.54 -0.04 0.50  -0.51
H 1.83 0.98 0.85  0.67
H 3.73 0.50 -0.69  0.51
H 1.14 -2.04 -3.13  0.59
H -0.76 -1.57 -1.58  0.58
C 0.97 -4.71 -6.59  -0.44
C 1.50 -4.73 -7.81  -0.31
C 2.02 -3.50 -8.45  0.31
O 2.50 -3.53 -9.56  -0.63
C 1.92 -2.24 -7.68  -0.37
C 1.39 -2.20 -6.46  -0.37
C 0.88 -3.44 -5.82  0.44
O 0.41 -3.43 -4.70  -0.58
H 0.58 -5.59 -6.10  0.45
H 1.57 -5.64 -8.40  0.43
H 2.31 -1.35 -8.16  0.44
H 1.32 -1.29 -5.88  0.62
C 7.36 -5.52 -6.42  -0.34
C 6.34 -4.73 -6.10  -0.42
C 5.38 -4.26 -7.14  0.31
O 4.45 -3.54 -6.85  -0.35
C 5.60 -4.71 -8.54  -0.26
C 6.62 -5.50 -8.85  -0.39
C 7.58 -5.97 -7.82  0.33
O 8.51 -6.69 -8.11  -0.56
H 8.08 -5.87 -5.69  0.40
H 6.15 -4.38 -5.10  0.45
H 4.88 -4.36 -9.27  0.43
H 6.81 -5.85 -9.86  0.42
C 2.92 2.19 -4.01  -0.12
C 3.35 3.35 -3.52  -0.44
C 2.91 4.65 -4.10  0.33
O 3.30 5.70 -3.65  -0.56
C 1.96 4.60 -5.24  -0.38
C 1.53 3.45 -5.74  -0.39
C 1.98 2.15 -5.16  0.14
O 1.59 1.10 -5.62  -0.43
H 3.24 1.24 -3.62  0.53
H 4.03 3.42 -2.68  0.43
H 1.65 5.56 -5.64  0.40
H 0.84 3.38 -6.57  0.44
C -9.62 4.61 3.75  -0.37
C -10.63 4.65 2.89  -0.38
C -11.40 3.43 2.55  0.34
O -12.34 3.49 1.78  -0.57
C -10.98 2.15 3.18  -0.25
C -9.97 2.11 4.05  -0.29
C -9.21 3.34 4.40  0.37
O -8.29 3.32 5.19  -0.58
H -9.04 5.49 4.02  0.40
H -10.95 5.57 2.41  0.39
H -11.53 1.27 2.89  0.44
H -9.65 1.19 4.51  0.51
C 4.81 -0.35 4.57  -0.39
C 3.82 -0.01 3.74  -0.39
C 3.35 1.40 3.65  0.32
O 2.46 1.71 2.89  -0.52
C 4.01 2.41 4.52  -0.43
C 4.99 2.07 5.35  -0.13
C 5.48 0.66 5.43  0.44
O 6.40 0.36 6.16  -0.54
H 5.18 -1.36 4.65  0.42
H 3.32 -0.72 3.11  0.48
H 3.64 3.42 4.44  0.44
H 5.49 2.77 6.00  0.30
C 9.49 3.61 8.72  -0.36
C 8.30 3.17 8.32  -0.29
C 7.10 4.05 8.37  0.41
O 6.02 3.64 7.99  -0.55
C 7.28 5.43 8.88  -0.38
C 8.47 5.87 9.28  -0.36
C 9.67 4.99 9.24  0.34
O 10.75 5.39 9.60  -0.54
H 10.38 2.99 8.70  0.42
H 8.13 2.17 7.93  0.48
H 6.39 6.05 8.91  0.42
H 8.63 6.87 9.67  0.40

Computed properties:
Multiplicity ... 1
Highest occupied orbital energy ... -3.13 eV
Energy ... -109447.0120 eV
Gap between HOMO and LUMO ... 2.2 eV
Net charge ... -1
M ... 987.01 g mol⁻¹


No. 2
Molecular formula: C51H41AsGeN5Ru
Method: DFT, the ωB97M-V functional and the def2-TZVPD basis

Each line ends with the Mulliken charge.
Geometry (Å):
Ru 0.57 0.75 1.35  -0.44
N 2.60 -1.14 4.64  0.10
C 1.74 -2.19 4.51  -1.29
C 1.04 -1.97 3.36  0.05
N 1.45 -0.82 2.77  0.48
C 2.40 -0.31 3.57  0.28
C 3.05 0.92 3.30  -0.52
N 2.71 1.68 2.25  0.19
C 3.54 2.75 2.28  -0.42
C 4.38 2.67 3.36  -0.86
N 4.07 1.50 4.00  -0.03
H 3.19 -0.98 5.44  0.31
H 1.68 -2.97 5.23  0.39
H 0.26 -2.58 2.94  0.31
H 3.50 3.53 1.54  0.48
H 5.13 3.34 3.72  0.43
H 4.52 1.15 4.83  0.20
C 0.87 2.13 -0.21  -0.42
Ge 0.65 1.85 -2.09  1.73
C 1.95 0.53 -2.80  0.06
C 3.28 0.92 -2.90  -0.61
C 4.25 0.05 -3.36  -0.71
C 3.90 -1.24 -3.72  -0.65
C 2.59 -1.65 -3.60  -0.35
C 1.62 -0.77 -3.14  0.12
C -1.20 1.39 -2.68  0.44
C -1.48 0.81 -3.91  -0.36
C -2.78 0.77 -4.40  -0.81
C -3.81 1.33 -3.67  -0.45
C -3.55 1.89 -2.43  -0.71
C -2.25 1.91 -1.94  -0.18
C 0.99 3.46 -3.21  0.05
C 1.21 4.72 -2.68  -0.28
C 1.39 5.81 -3.52  -0.71
C 1.36 5.65 -4.89  -0.47
C 1.16 4.39 -5.42  -0.81
C 0.98 3.30 -4.59  -0.23
H 1.59 2.92 0.01  0.42
H 3.54 1.94 -2.62  0.37
H 5.28 0.37 -3.42  0.42
H 4.66 -1.92 -4.09  0.39
H 2.32 -2.67 -3.85  0.49
H 0.59 -1.09 -3.05  0.03
H -0.68 0.38 -4.50  0.32
H -2.98 0.31 -5.36  0.45
H -4.81 1.33 -4.07  0.43
H -4.36 2.32 -1.85  0.43
H -2.03 2.37 -0.97  0.32
H 1.22 4.85 -1.61  0.30
H 1.55 6.80 -3.10  0.40
H 1.49 6.50 -5.54  0.37
H 1.13 4.25 -6.50  0.41
H 0.83 2.31 -5.00  0.27
C -3.71 -2.99 -3.54  -0.85
C -4.24 -1.95 -2.77  -0.91
C -3.44 -1.30 -1.85  -0.67
C -2.11 -1.68 -1.68  1.71
C -1.60 -2.72 -2.44  -0.37
C -2.40 -3.37 -3.37  -0.92
As -1.02 -0.73 -0.29  1.06
C -2.30 -1.39 1.02  0.67
C -3.46 -0.77 1.45  -0.20
C -4.33 -1.44 2.29  -0.83
C -4.06 -2.74 2.68  -0.94
C -2.91 -3.38 2.24  -0.79
C -2.03 -2.72 1.40  0.29
C -0.79 -3.26 0.85  0.03
C -0.33 -4.56 1.03  -0.35
C 0.89 -4.93 0.49  -1.20
C 1.67 -4.01 -0.19  -0.87
C 1.21 -2.72 -0.39  -1.09
C -0.03 -2.34 0.11  1.24
H -4.34 -3.50 -4.25  0.39
H -5.27 -1.67 -2.89  0.47
H -3.85 -0.50 -1.26  0.40
H -0.57 -3.03 -2.30  0.39
H -1.99 -4.18 -3.95  0.46
H -3.68 0.24 1.13  0.18
H -5.24 -0.95 2.64  0.45
H -4.74 -3.27 3.34  0.40
H -2.72 -4.41 2.53  0.42
H -0.93 -5.28 1.55  0.40
H 1.24 -5.95 0.62  0.36
H 2.63 -4.31 -0.60  0.47
H 1.82 -2.00 -0.93  0.46
C -1.07 1.94 2.26  -1.47
C -0.67 1.42 3.53  1.20
C -1.28 0.27 4.12  -0.22
C -0.80 -0.26 5.29  -0.69
C 0.30 0.32 5.95  0.26
C 0.85 1.51 5.43  -0.59
C 0.37 2.05 4.27  -0.84
C 0.92 -0.31 7.03  0.20
N 1.51 -0.84 7.86  -0.65
H -0.86 3.00 2.10  0.50
H -2.04 1.60 1.88  0.19
H -2.12 -0.19 3.63  0.36
H -1.24 -1.16 5.71  0.46
H 1.67 1.98 5.95  0.52
H 0.79 2.97 3.87  0.36

Computed properties:
Multiplicity ... 2
Highest occupied orbital energy (spin up / spin down) ... -5.88 / -7.05 eV
Energy above the lowest of the compared OMol25 structures with the same formula, charge and spin ... 66.21 kcal/mol
Energy ... -180935.9710 eV
Gap between HOMO and LUMO (spin up / spin down) ... 5.8 / 6.7 eV
Net charge ... 0
M ... 972.53 g mol⁻¹


No. 3
Molecular formula: C51H42Cl4F3N8RbSb2Se5Si
Method: DFT, the ωB97M-V functional and the def2-TZVPD basis

Each line ends with the Mulliken charge.
Geometry (Å):
Rb -0.25 -0.93 -0.31  1.22
Se 0.12 5.99 5.79  0.17
N -1.20 5.09 5.00  -0.93
C -0.66 4.26 4.12  0.87
C -1.41 3.35 3.31  0.94
C -2.80 3.24 3.39  -0.79
C -3.45 2.33 2.60  -0.87
C -2.69 1.55 1.71  -0.63
N -1.38 1.65 1.61  0.46
C -0.73 2.52 2.38  -0.88
C 0.72 2.59 2.27  -0.02
N 1.32 1.78 1.38  1.03
C 2.62 1.81 1.28  -0.57
C 3.45 2.62 2.07  -0.72
C 2.86 3.45 2.99  -0.98
C 1.46 3.46 3.10  0.63
C 0.77 4.30 4.03  0.64
N 1.36 5.16 4.84  -0.89
H -3.33 3.89 4.08  0.52
H -4.53 2.21 2.64  0.49
H -3.16 0.84 1.04  0.33
H 3.06 1.15 0.55  0.11
H 4.52 2.56 1.96  0.88
H 3.44 4.09 3.64  0.51
Cl -0.52 -2.49 2.05  -0.79
Cl 3.85 -0.18 -1.56  -0.31
C 1.90 -1.87 -2.14  -0.98
Cl 2.69 -3.00 -1.11  -0.09
Cl 0.40 -2.40 -2.74  0.45
C 2.15 -0.53 -2.13  0.36
N 1.39 0.42 -2.52  0.41
Se -1.41 -5.35 -3.04  -0.42
Sb -2.79 -3.57 -4.31  0.93
Se -1.57 -2.24 -5.92  -0.59
Se -4.99 -4.39 -4.92  -0.68
Se -2.42 -3.65 -1.77  -0.22
F 4.23 -7.40 3.07  -0.37
C 3.77 -6.12 2.89  0.45
C 2.43 -5.86 3.06  -0.76
C 1.98 -4.56 2.87  -0.32
C 2.86 -3.54 2.54  0.11
C 4.20 -3.84 2.38  -0.04
C 4.67 -5.13 2.55  -0.80
Sb 2.14 -1.52 2.18  0.25
C 1.52 -1.24 4.24  -0.23
C 0.61 -0.24 4.54  -0.60
C 0.20 -0.01 5.84  -0.56
C 0.71 -0.80 6.84  0.22
F 0.33 -0.58 8.13  -0.38
C 1.62 -1.81 6.58  -0.84
C 2.01 -2.02 5.27  -0.22
C 4.15 -0.69 2.65  0.21
C 5.07 -0.70 1.61  -0.15
C 6.31 -0.08 1.73  -1.04
C 6.60 0.55 2.92  0.23
F 7.81 1.18 3.06  -0.41
C 5.71 0.59 3.97  -0.84
C 4.48 -0.03 3.82  -0.65
H 1.75 -6.66 3.31  0.44
H 0.93 -4.34 2.99  0.29
H 4.91 -3.07 2.13  0.35
H 5.72 -5.37 2.43  0.43
H 0.19 0.36 3.74  0.74
H -0.51 0.77 6.08  0.57
H 2.00 -2.42 7.39  0.44
H 2.73 -2.80 5.05  0.44
H 4.82 -1.20 0.69  0.92
H 7.01 -0.08 0.91  0.50
H 5.98 1.09 4.89  0.44
H 3.77 0.02 4.63  0.30
C 2.71 5.52 -0.66  -0.63
C 1.62 5.52 -1.51  -0.62
C 1.38 4.43 -2.32  -0.55
C 2.21 3.32 -2.32  0.37
C 3.30 3.34 -1.46  0.34
C 3.56 4.43 -0.64  -0.59
Si 1.78 1.83 -3.40  -0.83
C 3.17 1.26 -4.56  0.58
C 4.52 1.52 -4.34  0.03
C 5.51 0.86 -5.04  -0.69
C 5.16 -0.08 -6.00  -0.38
C 3.82 -0.34 -6.25  -0.60
C 2.84 0.32 -5.54  -0.61
H 2.91 6.38 -0.02  0.38
H 0.95 6.38 -1.52  0.39
H 0.52 4.43 -2.98  0.47
H 3.95 2.48 -1.41  0.29
H 4.41 4.41 0.02  0.36
H 0.58 2.18 -4.18  -0.32
H 4.81 2.24 -3.58  0.29
H 6.55 1.05 -4.83  0.38
H 5.93 -0.60 -6.55  0.35
H 3.54 -1.08 -6.99  0.38
H 1.80 0.09 -5.71  0.45
C -3.87 4.77 -1.98  -0.76
C -2.58 4.32 -1.30  -0.26
N -2.70 2.90 -1.08  0.39
C -3.11 2.05 -2.09  -0.01
N -2.81 0.82 -1.96  -0.02
C -3.26 -0.13 -2.94  -0.14
C -4.43 0.35 -3.79  -0.74
C -4.13 1.77 -4.25  -0.73
N -3.91 2.59 -3.08  0.14
C -3.99 4.02 -3.29  -0.67
H -3.85 5.85 -2.17  0.40
H -4.71 4.53 -1.33  0.33
H -2.46 4.80 -0.33  0.34
H -1.71 4.58 -1.92  -0.04
H -1.98 2.47 -0.51  -0.18
H -3.55 -1.05 -2.41  -0.12
H -2.41 -0.37 -3.60  0.11
H -5.35 0.35 -3.20  0.28
H -4.56 -0.31 -4.66  0.39
H -4.98 2.18 -4.80  0.40
H -3.25 1.77 -4.91  0.29
H -4.96 4.23 -3.76  0.37
H -3.20 4.35 -3.98  0.29

Computed properties:
Multiplicity ... 1
Highest occupied orbital energy ... -2.50 eV
Energy above the lowest of the compared OMol25 structures with the same formula, charge and spin ... 0.00 kcal/mol
Energy ... -472077.9780 eV
Gap between HOMO and LUMO ... 4.7 eV
Net charge ... -2
M ... 1717.63 g mol⁻¹


No. 4
Molecular formula: C51H43Co2NO5P
Method: DFT, the ωB97M-V functional and the def2-TZVPD basis

Each line ends with the Mulliken charge.
Geometry (Å):
C -2.90 6.00 -2.14  -0.67
C -2.83 4.98 -1.19  -0.87
C -2.18 3.78 -1.49  0.59
C -1.64 3.56 -2.78  0.99
C -1.14 2.27 -3.20  -2.05
C -1.92 1.12 -3.22  -0.14
N -1.89 0.25 -4.29  0.45
C -1.20 0.72 -5.49  -0.49
C -1.05 -0.34 -6.59  -0.83
C -2.31 -1.17 -6.82  -0.72
C -2.80 -1.74 -5.50  -0.86
C -3.04 -0.65 -4.46  -0.45
C -2.79 0.78 -2.05  0.23
C -3.97 1.49 -1.78  0.12
C -4.73 1.17 -0.65  -1.01
C -4.33 0.13 0.20  -0.41
C -3.17 -0.60 -0.09  -0.63
C -2.41 -0.29 -1.22  0.27
C -1.61 4.64 -3.69  -0.61
C -2.27 5.83 -3.39  -0.64
H -3.44 6.93 -1.92  0.37
H -3.27 5.11 -0.20  0.40
H -2.10 2.99 -0.74  0.41
H -0.16 2.26 -3.69  0.92
H -1.75 1.59 -5.91  0.34
H -0.20 1.07 -5.22  0.25
H -0.76 0.17 -7.51  0.38
H -0.22 -1.01 -6.31  0.35
H -3.09 -0.55 -7.28  0.34
H -2.08 -1.99 -7.52  0.32
H -3.74 -2.28 -5.64  0.39
H -2.07 -2.46 -5.11  0.31
H -3.29 -1.13 -3.51  0.32
H -3.92 -0.06 -4.77  0.26
H -4.27 2.29 -2.45  0.52
H -5.63 1.75 -0.43  0.40
H -4.90 -0.11 1.10  0.41
H -2.85 -1.41 0.56  0.24
H -1.50 -0.85 -1.46  0.46
H -1.12 4.49 -4.65  0.38
H -2.29 6.63 -4.12  0.37
O -0.23 3.89 2.20  -0.40
C 0.23 2.83 2.28  -0.28
Co 0.92 1.24 2.19  0.04
C 2.59 1.80 2.09  -0.06
O 3.63 2.30 2.13  -0.44
C 0.60 0.79 3.85  0.67
O 0.42 0.56 4.97  -0.47
C -0.21 0.19 1.32  -0.52
C 0.58 0.97 0.42  0.44
C 0.48 1.80 -0.69  1.54
C 1.48 2.86 -0.86  -0.13
C 1.16 4.24 -0.95  0.20
C 2.17 5.20 -0.97  -0.89
C 3.52 4.82 -0.89  -0.59
C 3.85 3.46 -0.78  -0.61
C 2.85 2.50 -0.80  -0.63
Co 1.30 -0.72 0.94  0.14
C 3.03 -0.60 0.71  0.13
O 4.18 -0.64 0.60  -0.52
C 0.67 -1.91 -0.15  0.16
O 0.25 -2.76 -0.82  -0.51
P 1.55 -2.13 2.62  1.25
C 2.85 -2.01 3.90  0.11
C 3.14 -3.11 4.73  -0.41
C 4.13 -3.01 5.71  -0.68
C 4.86 -1.82 5.85  -0.60
C 4.59 -0.74 5.02  -0.69
C 3.58 -0.83 4.05  0.15
C 0.03 -2.40 3.62  0.41
C 0.03 -2.42 5.02  -0.70
C -1.17 -2.60 5.72  -0.62
C -2.37 -2.76 5.02  -0.75
C -2.38 -2.74 3.62  -0.84
C -1.18 -2.57 2.92  -0.70
C 1.92 -3.85 2.05  0.22
C 1.04 -4.93 2.23  0.07
C 1.42 -6.22 1.84  -0.70
C 2.68 -6.44 1.28  -0.56
C 3.55 -5.36 1.08  -0.74
C 3.17 -4.07 1.45  -0.28
H -1.25 -0.07 1.28  0.93
H -0.36 1.68 -1.36  -1.08
H 0.11 4.53 -0.95  0.38
H 1.91 6.25 -1.04  0.41
H 4.31 5.57 -0.90  0.34
H 4.89 3.15 -0.70  0.43
H 3.09 1.44 -0.76  0.57
H 2.59 -4.04 4.60  0.50
H 4.33 -3.86 6.36  0.39
H 5.64 -1.75 6.61  0.36
H 5.15 0.19 5.12  0.45
H 3.36 0.03 3.40  -0.34
H 0.96 -2.31 5.57  0.42
H -1.15 -2.62 6.81  0.38
H -3.31 -2.89 5.57  0.35
H -3.31 -2.87 3.06  0.46
H -1.17 -2.59 1.83  0.60
H 0.06 -4.77 2.69  0.36
H 0.73 -7.05 1.99  0.40
H 2.99 -7.45 1.00  0.35
H 4.54 -5.52 0.64  0.40
H 3.85 -3.23 1.29  0.30

Computed properties:
Multiplicity ... 1
Highest occupied orbital energy ... -2.44 eV
Energy above the lowest of the compared OMol25 structures with the same formula, charge and spin ... 0.00 kcal/mol
Energy ... -149852.7138 eV
Gap between HOMO and LUMO ... 4.9 eV
Net charge ... -1
M ... 898.75 g mol⁻¹